[1]
Formula: C4H11NO3
Source: the Open Molecules 2025 dataset
Level of theory: ωB97M-V with the def2-TZVPD basis set

largest force on an atom = 2.0 eV/A
total charge = 0
Kohn-Sham gap = 0.3747 hartree
ΔE to the lowest compared entry with this formula, charge and spin = 52.3 kcal per mole

Each line ends with the Mulliken charge.
Positions of all 19 atoms, in Å:
N1 -1.672 0.106 -0.714  -0.652
C1 -0.964 0.088 0.560  0.404
C2 -0.663 -1.354 0.989  -0.877
O1 0.022 -2.133 0.026  -0.522
C3 0.368 0.829 0.582  -0.344
C4 0.188 2.291 0.244  -0.035
O2 -0.044 2.748 -0.840  -0.460
H1 -1.877 -0.837 -1.032  0.257
H2 -1.116 0.428 -1.506  0.271
H3 -1.614 0.502 1.346  0.272
H4 -1.553 -1.934 1.281  0.335
H5 -0.043 -1.351 1.893  0.413
H6 -0.462 -2.322 -0.781  0.318
H7 0.749 0.936 1.603  0.310
H8 1.045 0.304 -0.098  0.014
H9 0.232 2.945 1.144  0.301
O3 2.854 -0.269 -1.396  -0.673
H10 2.303 -1.060 -1.222  0.326
H11 2.247 0.084 -2.079  0.343

***

[2]
Formula: C4H11NO3
Source: the Open Molecules 2025 dataset
Level of theory: ωB97M-V with the def2-TZVPD basis set

largest force on an atom = 5.2 eV/A
total charge = 0
Kohn-Sham gap = 0.3669 hartree
ΔE to the lowest compared entry with this formula, charge and spin = 42.8 kcal per mole

Each line ends with the Mulliken charge.
Positions of all 19 atoms, in Å:
C1 0.279 -2.081 0.551  -1.610
C2 0.391 -0.563 0.484  0.902
N1 -0.277 0.126 1.594  -0.639
O1 1.752 -0.250 0.530  -0.605
C3 -0.455 -0.036 -0.922  -0.521
C4 0.107 1.311 -1.182  -0.158
O2 0.314 2.145 -0.114  -0.537
O3 -1.068 1.756 -2.178  -0.562
H1 -0.762 -2.394 0.492  0.334
H2 0.711 -2.444 1.486  0.421
H3 0.832 -2.526 -0.272  0.380
H4 -1.194 -0.271 1.767  0.220
H5 0.274 0.027 2.443  0.236
H6 1.845 0.714 0.482  0.443
H7 -0.244 -0.734 -1.724  0.349
H8 -1.498 -0.040 -0.615  0.288
H9 0.984 1.322 -1.831  0.318
H10 -0.208 1.819 0.651  0.447
H11 -1.784 2.118 -1.640  0.292

***

[3]
Formula: C4H11NO3
Source: the Open Molecules 2025 dataset
Level of theory: ωB97M-V with the def2-TZVPD basis set

largest force on an atom = 4.6 eV/A
total charge = 0
Kohn-Sham gap = 0.3383 hartree
ΔE to the lowest compared entry with this formula, charge and spin = 70.4 kcal per mole

Each line ends with the Mulliken charge.
Positions of all 19 atoms, in Å:
C1 -0.438 1.358 -0.047  -0.379
N1 -0.339 0.029 0.648  -0.402
C2 -0.133 -1.093 -0.260  0.472
C3 1.366 -1.391 -0.537  -1.278
C4 -1.308 -1.133 -1.252  0.340
O1 -1.851 -0.188 -1.752  -0.486
O2 -1.733 -2.361 -1.632  -0.477
H1 -1.556 1.324 -0.073  0.324
H2 -0.131 1.435 -1.091  0.262
H3 -0.134 2.233 0.602  -0.165
H4 0.335 0.095 1.431  0.260
H5 -0.371 -1.936 0.502  0.184
H6 2.124 -0.690 -0.161  0.345
H7 1.584 -2.412 -0.273  0.357
H8 1.549 -1.372 -1.622  0.314
H9 -2.607 -2.660 -1.406  0.335
O3 1.534 2.899 2.135  -0.652
H10 0.771 3.449 1.865  0.333
H11 1.337 2.415 2.924  0.315

***

[4]
Formula: C4H11NO3
Source: the Open Molecules 2025 dataset
Level of theory: ωB97M-V with the def2-TZVPD basis set

largest force on an atom = 1.7 eV/A
total charge = 0
Kohn-Sham gap = 0.3260 hartree
ΔE to the lowest compared entry with this formula, charge and spin = 127.3 kcal per mole

Each line ends with the Mulliken charge.
Positions of all 19 atoms, in Å:
C1 1.359 0.212 0.745  -0.165
O1 1.690 -1.144 1.125  -0.525
O2 0.979 0.943 1.860  -0.543
H1 2.132 -1.115 1.986  0.313
H2 0.000 0.916 1.895  0.368
H3 2.256 0.690 0.334  0.288
H4 0.518 -0.849 -0.319  0.552
C2 -1.292 -1.870 -0.089  -0.613
C3 0.078 1.367 -1.599  -1.374
C4 -0.418 0.622 -0.403  0.817
O3 -0.409 -0.997 -0.837  -0.335
N1 -1.339 0.914 0.417  -0.903
H5 -1.671 1.867 0.312  0.196
H6 -1.163 -1.708 0.980  0.279
H7 -1.007 -2.887 -0.347  0.276
H8 -2.313 -1.640 -0.379  0.289
H9 0.521 2.308 -1.273  0.377
H10 -0.753 1.578 -2.278  0.401
H11 0.833 0.792 -2.130  0.302